C6H6 in the gas phase. Source: the OMol25 dataset; level of theory: ωB97M-V/def2-TZVPD.

```
12
Properties=species:S:1:pos:R:3:forces:R:3
C 3.9594 -0.0825 -0.3812 -0.87 0.01 0.30
C 2.7466 -0.2876 -0.4820 0.07 -0.04 -0.11
C 1.3993 -0.4383 -0.3864 -0.62 -0.20 -0.26
C 0.2182 -0.5256 -0.1555 0.33 -0.05 -0.19
C -1.2144 -0.6185 0.0492 -0.10 -0.06 0.00
C -1.8903 0.7529 0.1261 -0.10 0.09 0.00
H 3.9788 0.3168 0.6352 1.37 0.28 0.24
H -1.6076 -1.1981 -0.7940 -0.06 0.05 0.11
H -1.4072 -1.2045 0.9546 -0.04 0.06 -0.12
H -2.9759 0.6328 0.0927 0.11 0.06 0.04
H -1.6247 1.2683 1.0538 -0.03 -0.08 -0.14
H -1.5822 1.3842 -0.7125 -0.07 -0.12 0.11
```
Forces are in eV/Å.

Calculated values
SMILES string = C#CC#CCC
Energy above the lowest of the compared OMol25 structures with the same formula, charge and spin = 4.895 eV

Löwdin population analysis, charges in e, atoms 1 to 2: 0.02 -0.15

A molecular structure, C22H16CoN3O7. Source: the OMol25 dataset; level of theory: ωB97M-V/def2-TZVPD.

```
49
Properties=species:S:1:pos:R:3:forces:R:3
Co -0.1201 0.4255 -0.4530 -1.19 -0.76 -1.11
C 0.7108 3.6364 1.8579 0.49 -0.23 0.16
O -0.3772 4.5016 1.6143 -0.26 0.13 -0.23
C -1.4149 4.0896 0.8225 -0.38 0.53 0.05
C -2.4822 4.9734 0.7436 0.50 -0.42 0.06
C -3.6067 4.6763 -0.0181 -0.34 0.01 -0.17
C -3.6970 3.4772 -0.6813 0.12 -0.16 0.01
C -2.6408 2.5527 -0.6282 0.45 0.91 0.88
C -2.7257 1.3157 -1.3056 0.92 -1.74 -0.52
N -1.7775 0.4020 -1.3206 -1.12 1.69 0.47
N -1.9970 -0.6926 -2.0771 -0.75 -1.41 -0.96
C -0.9472 -1.4820 -2.0591 0.24 2.01 1.04
O 0.1149 -1.1293 -1.4091 0.38 -1.98 -0.72
C -0.9623 -2.7345 -2.8014 0.05 -0.80 -0.44
C -2.1490 -3.2436 -3.3327 0.21 0.21 0.18
C -2.1507 -4.4588 -3.9855 0.01 -0.20 -0.14
C -0.9712 -5.1782 -4.1299 -0.02 0.04 0.01
C 0.2156 -4.6647 -3.6270 -0.04 -0.24 -0.17
C 0.2236 -3.4534 -2.9676 -0.23 0.32 0.15
C -1.4458 2.8784 0.0852 0.21 -0.78 -0.68
O -0.3922 2.1164 -0.0069 -0.11 2.67 1.42
H 1.2816 4.1085 2.6586 -0.02 0.03 0.00
H 1.3416 3.5223 0.9727 -0.07 -0.05 0.15
H 0.3827 2.6472 2.1806 0.05 0.07 0.00
H -2.4117 5.9069 1.2822 0.04 0.06 0.09
H -4.4118 5.3935 -0.0797 -0.09 0.05 0.00
H -4.5677 3.2344 -1.2732 -0.15 -0.02 -0.03
H -3.6300 1.0774 -1.8580 0.00 0.00 -0.12
H -3.0529 -2.6682 -3.2114 -0.10 0.05 0.03
H -3.0755 -4.8527 -4.3868 -0.03 -0.02 -0.01
H -0.9785 -6.1330 -4.6343 0.00 -0.10 -0.07
H 1.1385 -5.2140 -3.7542 0.05 -0.04 0.01
H 1.1391 -3.0424 -2.5727 0.06 0.07 0.11
O -0.6321 -0.5263 1.3914 1.67 -0.75 1.69
C 0.2336 -0.8821 2.2337 -2.69 0.34 -1.03
C 1.6359 -0.7132 2.1894 1.40 0.12 0.03
C 2.4271 -1.1839 3.2559 -0.02 0.20 -0.38
C 3.8078 -1.0326 3.2514 -1.11 0.17 -0.61
C 4.4385 -0.4078 2.1633 -0.10 0.27 -0.53
C 3.6955 0.0649 1.1209 0.64 -0.13 0.37
C 2.2757 -0.0542 1.0804 -0.78 0.49 -1.00
O 1.6577 0.4324 0.0770 1.78 -0.19 1.17
N 4.5847 -1.4945 4.3301 0.79 -0.59 1.36
O 4.0088 -2.0423 5.2788 0.48 0.34 -0.58
O 5.8128 -1.3327 4.2932 -0.95 -0.14 0.04
H -0.1454 -1.3841 3.1387 0.02 -0.04 0.04
H 1.9512 -1.6690 4.0942 -0.03 -0.06 0.10
H 5.5146 -0.3135 2.1734 -0.01 0.03 -0.01
H 4.1705 0.5514 0.2839 0.01 0.05 -0.11
```
Forces are in eV/Å.

Calculated values
Expectation value of S² = 0.76
Multiplicity = 2
E_tot = -2921.69595 hartree
Charge = -1

Löwdin population analysis, charges in e, atoms 1 to 2: 0.56 -0.09

A gas-phase ion, C5H12N2 (charge +1). Source: the OMol25 dataset; level of theory: ωB97M-V/def2-TZVPD.

```
19
Properties=species:S:1:pos:R:3:forces:R:3
C 0.8555 0.9975 -2.2138 2.08 0.19 0.71
C 0.5424 0.7705 -0.6516 -2.76 1.35 -1.06
C -0.8951 0.1966 -0.4576 1.32 -3.15 -1.61
C -1.1102 -0.3490 0.9093 2.02 -0.52 2.67
C -0.0727 -2.5278 1.3335 1.52 3.24 -0.04
N 0.1814 -1.2356 1.1909 -3.13 -2.86 0.13
N 0.4147 1.9499 0.1232 3.35 -2.27 2.93
H 0.2487 0.2125 -2.6042 -0.19 -0.38 -0.93
H 1.9615 0.7613 -2.3778 -1.60 0.42 -0.11
H 0.6176 2.0008 -2.6437 0.01 -0.80 0.77
H 1.4633 0.1292 -0.3943 -0.85 0.17 0.59
H -1.5330 1.0184 -0.7110 -0.75 0.03 -0.42
H -1.0153 -0.7604 -1.1207 -0.06 2.08 0.67
H -1.0696 0.4217 1.8021 -0.47 -1.38 -1.77
H -2.0075 -1.0032 1.0030 0.55 0.72 0.05
H 0.7307 -3.2006 1.6890 -0.36 0.45 -0.54
H -1.0583 -2.9561 1.1393 0.00 0.13 0.22
H 0.2198 1.6241 1.1173 -1.44 0.81 -1.25
H 1.3505 2.2257 0.3826 0.76 1.79 -1.00
```
Forces are in eV/Å.

Calculated values
Expectation value of S² = 0.76
Multiplicity = 2
Energy above the lowest of the compared OMol25 structures with the same formula, charge and spin = 4.378 eV
Charge = +1

Löwdin population analysis, charges in e, atoms 1 to 2: 0.02 -0.38

3 unconnected molecules or ions with the total composition C3H12O3. Source: the OMol25 dataset; level of theory: ωB97M-V/def2-TZVPD.

```
18
Properties=species:S:1:pos:R:3:forces:R:3
C 0.2486 2.2850 -2.4735 -0.53 -0.94 -0.96
O 1.3541 2.2449 -1.6411 -0.03 0.30 1.22
H -0.6821 2.7326 -2.0717 0.80 0.99 -0.30
H -0.1343 1.2781 -2.6493 0.27 -0.43 -0.46
H 0.7432 2.6399 -3.3549 -1.17 0.72 -1.12
H 0.9171 1.9197 -0.8671 0.72 -0.68 1.57
C -0.4848 -1.7515 2.7723 2.64 3.70 -6.69
O -0.4153 -0.3021 2.7367 1.28 1.53 0.36
H -0.6959 -1.9767 3.6627 -2.12 -2.49 6.90
H 0.5363 -2.0783 2.5333 -0.58 -0.74 -0.38
H -1.2638 -1.9190 2.0168 0.44 -0.80 0.42
H 0.4194 0.0960 3.1357 -1.62 -1.27 -0.61
C -0.1820 -0.9910 -0.9529 0.37 -3.04 -0.53
O 0.3348 -0.0871 -0.0519 3.98 3.65 -11.08
H 0.6836 -1.5902 -1.5137 -1.61 1.30 1.21
H -0.8644 -0.6274 -1.8163 0.83 -0.15 1.91
H -0.6465 -1.7044 -0.2132 -0.41 -0.13 -1.84
H 0.1320 -0.1686 0.7481 -3.28 -1.51 10.39
```
Forces are in eV/Å.

Calculated values
SMILES string = CO.CO.CO
Energy above the lowest of the compared OMol25 structures with the same formula, charge and spin = 3.664 eV

Löwdin population analysis, charges in e, atoms 1 to 2: -0.19 -0.10

Max |F|? In order: 0.028; 0.059; 0.097; 0.240 Eh/bohr.